{"formula": "C59H73CaFN6O8", "method": "ωB97M-V/def2-TZVPD", "species": ["Ca", "C", "C", "C", "C", "C", "C", "C", "N", "C", "C", "C", "C", "C", "C", "O", "C", "C", "C", "C", "C", "C", "C", "C", "C", "O", "C", "C", "C", "C", "C", "C", "H", "H", "H", "H", "H", "H", "H", "H", "H", "H", "H", "H", "H", "H", "H", "H", "H", "H", "H", "H", "H", "H", "H", "H", "H", "H", "H", "H", "H", "H", "H", "H", "H", "H", "H", "H", "H", "H", "H", "H", "C", "O", "C", "C", "C", "C", "C", "C", "O", "C", "O", "C", "H", "H", "H", "H", "H", "H", "H", "H", "H", "F", "C", "C", "C", "C", "O", "C", "C", "N", "C", "C", "C", "C", "C", "C", "N", "C", "C", "N", "C", "C", "C", "O", "O", "H", "H", "H", "H", "H", "H", "H", "H", "H", "H", "H", "H", "H", "H", "H", "H", "H", "H", "N", "C", "C", "C", "N", "C", "C", "H", "H", "H", "H", "H", "H"], "coordinates": [[-0.727883, 0.319426, -1.853389], [0.555207, 0.006899, 5.731040], [-0.593585, 0.833536, 5.136949], [-1.854014, 0.626546, 5.983361], [-0.217325, 2.312993, 5.209337], [-0.836481, 0.379448, 3.704452], [-0.578798, 1.163386, 2.622239], [-0.712411, 0.669264, 1.302757], [-0.136966, 1.279703, 0.279773], [0.043989, 2.598015, 0.252165], [1.268582, 3.151262, -0.127413], [1.433193, 4.509092, -0.214554], [0.265570, 5.319281, -0.190022], [-0.982528, 4.840780, 0.074615], [-1.101036, 3.465512, 0.559311], [-2.080518, 3.040654, 1.182463], [-2.198743, 5.744089, -0.042602], [-2.401422, 6.507513, 1.271175], [-3.475060, 4.962706, -0.373859], [-1.967986, 6.746343, -1.182414], [2.834836, 5.103668, -0.300506], [3.570659, 4.556700, -1.529190], [2.832755, 6.630714, -0.387459], [3.600233, 4.700697, 0.969577], [-1.260137, -0.667569, 1.068049], [-1.466892, -1.051163, -0.108547], [-1.499078, -1.487753, 2.236102], [-1.291272, -0.944477, 3.473485], [-2.195167, -2.846489, 2.129050], [-2.072376, -3.622795, 3.445713], [-1.676150, -3.775830, 1.023592], [-3.678576, -2.567507, 1.854311], [0.732465, 0.287249, 6.767204], [1.470708, 0.170301, 5.165913], [0.326169, -1.055510, 5.698703], [-1.686620, 0.982359, 6.999884], [-2.138580, -0.419565, 6.042090], [-2.691023, 1.177330, 5.561769], [-0.103649, 2.613570, 6.250064], [-0.983662, 2.936091, 4.757700], [0.722341, 2.512431, 4.701422], [-0.206277, 2.171713, 2.723949], [2.089392, 2.468064, -0.280084], [0.373437, 6.362512, -0.439449], [-2.603042, 5.815090, 2.084360], [-3.244291, 7.192995, 1.186992], [-1.513979, 7.084912, 1.523441], [-3.786314, 4.328517, 0.447864], [-3.319532, 4.325199, -1.240959], [-4.271974, 5.670759, -0.604216], [-1.225027, 7.501082, -0.927060], [-2.897504, 7.268908, -1.402553], [-1.634415, 6.237666, -2.085073], [3.065319, 4.859816, -2.445788], [3.607055, 3.470747, -1.520134], [4.593235, 4.935780, -1.551415], [2.348387, 6.979454, -1.296596], [3.861985, 6.992049, -0.401893], [2.331878, 7.083157, 0.466225], [3.688098, 3.619302, 1.045029], [3.086597, 5.058057, 1.860783], [4.603280, 5.127460, 0.955662], [-1.506342, -1.548880, 4.342570], [-1.040127, -3.609135, 3.796950], [-2.377984, -4.656088, 3.289948], [-2.699045, -3.211980, 4.235039], [-0.662631, -4.108624, 1.235092], [-1.683790, -3.292828, 0.054660], [-2.312099, -4.661727, 0.991613], [-4.087802, -1.890407, 2.602527], [-4.252823, -3.494369, 1.868725], [-3.795274, -2.106250, 0.876782], [4.405001, 3.549559, -5.608617], [3.190343, 4.202471, -5.879523], [2.058417, 3.751697, -5.243961], [0.869449, 4.401053, -5.638672], [-0.308906, 3.995987, -5.077533], [-0.379604, 3.003477, -4.080211], [-1.654283, 2.638433, -3.517359], [-2.931330, 2.820489, -4.307559], [-1.769298, 2.133054, -2.395063], [0.837817, 2.362214, -3.644121], [0.882883, 1.456769, -2.772257], [2.043906, 2.766032, -4.294966], [5.148948, 4.022882, -6.248512], [4.338635, 2.483490, -5.844176], [4.696110, 3.668993, -4.559555], [0.918046, 5.181775, -6.377442], [-1.220319, 4.490407, -5.388005], [-2.782710, 3.203020, -5.310338], [-3.616355, 3.465202, -3.758552], [-3.393699, 1.834442, -4.372803], [2.936597, 2.248221, -3.985626], [2.192704, -3.218653, 3.002537], [1.978199, -3.634441, 1.713473], [1.661351, -2.711053, 0.752421], [1.467918, -3.138948, -0.563059], [1.035872, -2.135760, -1.566824], [1.051053, -0.954707, -1.247783], [0.627492, -2.677212, -2.843196], [0.871797, -3.986374, -3.078490], [1.384127, -4.885111, -2.181379], [1.599974, -6.242854, -2.577655], [3.002752, -6.780511, -2.536565], [2.342498, -6.491599, -3.853217], [1.610298, -4.494299, -0.886732], [1.910528, -5.418524, 0.120989], [2.089928, -4.997993, 1.426391], [2.367836, -5.966174, 2.420930], [3.621287, -6.655529, 2.381840], [4.627191, -6.040643, 3.356457], [4.020820, -6.081945, 4.730000], [2.720836, -5.326623, 4.785626], [1.782571, -5.903730, 3.726078], [-0.064660, -1.884072, -3.974919], [0.093518, -2.322544, -5.105028], [-0.762995, -0.919524, -3.599642], [1.540510, -1.666632, 0.986351], [0.647266, -4.382399, -4.060411], [0.791639, -6.924024, -2.326913], [3.141150, -7.808487, -2.242463], [3.774924, -6.099465, -2.210792], [2.018238, -7.320114, -4.463561], [2.680007, -5.626965, -4.402955], [1.952494, -6.471811, -0.097006], [4.035817, -6.614443, 1.373608], [3.478425, -7.715415, 2.635095], [4.809522, -4.989210, 3.128088], [5.571924, -6.585977, 3.396527], [4.675606, -5.704646, 5.423146], [3.846407, -7.065632, 4.980840], [2.964844, -4.284145, 4.585870], [2.324472, -5.433739, 5.794240], [0.868767, -5.310497, 3.699970], [1.495498, -6.923237, 4.026291], [-7.305054, -1.409148, -3.083641], [-6.023472, -1.065284, -2.719642], [-5.723193, 0.205153, -2.229479], [-4.408799, 0.510290, -1.927857], [-3.397966, -0.335651, -2.066393], [-3.688344, -1.542287, -2.530379], [-4.962115, -1.958161, -2.867111], [-8.056870, -0.849409, -2.713599], [-7.511054, -2.388572, -3.178137], [-6.498610, 0.943499, -2.092138], [-4.146573, 1.489652, -1.552845], [-2.848405, -2.211618, -2.649624], [-5.126755, -2.954325, -3.249780]], "forces_ev_per_angstrom": [[-0.80, -0.34, 0.82], [-0.08, 0.08, -0.06], [0.03, 0.07, 0.02], [0.05, 0.04, -0.01], [0.01, -0.12, 0.04], [0.11, 0.24, -0.09], [-0.06, -0.02, 0.40], [0.01, -0.61, 0.40], [0.00, -0.42, -0.03], [0.05, 0.53, 0.06], [0.11, 0.07, -0.13], [0.11, -0.02, 0.02], [-0.11, -0.01, -0.06], [0.09, -0.07, 0.02], [0.03, 0.37, 0.18], [-0.24, 0.12, -0.10], [-0.03, 0.11, 0.02], [-0.03, -0.05, -0.06], [-0.01, 0.03, 0.03], [-0.06, 0.08, 0.09], [0.07, 0.01, -0.08], [-0.08, 0.05, 0.02], [0.02, -0.10, 0.00], [-0.02, 0.02, -0.08], [0.34, 0.07, 0.49], [-0.16, -0.39, 0.05], [-0.29, -0.07, -0.04], [0.04, -0.06, 0.02], [-0.07, -0.03, 0.01], [-0.09, -0.02, -0.07], [0.04, 0.13, 0.07], [0.00, -0.01, -0.04], [0.04, 0.05, 0.19], [0.11, 0.03, -0.07], [-0.04, -0.18, 0.01], [0.02, 0.03, 0.10], [-0.05, -0.18, 0.00], [-0.11, 0.08, -0.06], [0.01, 0.02, 0.11], [-0.13, 0.10, -0.07], [0.14, 0.03, -0.09], [0.05, -0.01, 0.06], [0.10, -0.10, -0.01], [0.03, 0.08, 0.02], [-0.02, -0.11, 0.11], [-0.11, 0.08, -0.01], [0.11, 0.07, 0.02], [-0.01, -0.03, 0.06], [0.03, -0.11, -0.18], [-0.07, 0.05, -0.02], [0.03, 0.05, 0.01], [-0.09, 0.08, -0.01], [0.00, -0.05, -0.11], [-0.03, 0.00, -0.06], [0.01, -0.13, -0.02], [0.10, 0.04, -0.01], [-0.08, 0.05, -0.12], [0.04, 0.01, 0.00], [-0.05, 0.05, 0.10], [0.01, -0.10, 0.01], [-0.06, 0.04, 0.09], [0.10, 0.04, 0.00], [0.04, 0.03, 0.04], [0.15, -0.09, 0.05], [-0.07, -0.12, -0.02], [-0.05, 0.04, 0.07], [0.21, -0.06, 0.04], [-0.02, 0.09, -0.12], [-0.06, -0.08, -0.04], [-0.04, 0.03, 0.07], [-0.07, -0.12, -0.01], [-0.02, 0.09, -0.13], [0.07, -0.08, 0.10], [-0.53, 0.02, 0.05], [0.27, 0.12, -0.06], [-0.08, -0.07, 0.06], [0.09, 0.06, -0.11], [-0.02, -0.05, -0.13], [0.14, 0.41, -0.33], [0.03, 0.05, 0.04], [-0.72, 0.82, -0.02], [-0.10, 0.37, -0.27], [0.62, 0.24, -0.05], [0.18, 0.17, -0.14], [-0.01, -0.06, 0.05], [0.05, 0.00, 0.02], [0.01, -0.03, -0.03], [-0.01, 0.12, -0.12], [0.00, 0.02, -0.02], [-0.02, 0.01, -0.05], [-0.05, 0.06, 0.06], [0.00, -0.02, 0.00], [0.13, -0.05, 0.04], [-0.07, -0.02, -0.29], [0.05, 0.15, -0.10], [0.05, -0.40, -0.05], [0.01, 0.00, 0.15], [0.13, -0.22, 0.14], [0.59, -0.36, -0.02], [0.07, -0.20, 0.01], [-0.12, 0.08, -0.12], [0.05, 0.06, -0.22], [-0.01, -0.23, -0.11], [-0.07, 0.05, -0.08], [-0.03, -0.04, 0.06], [-0.04, 0.23, 0.33], [-0.05, 0.19, 0.08], [-0.08, 0.26, -0.10], [0.04, -0.09, -0.08], [0.30, 0.00, -0.07], [0.12, -0.05, -0.14], [0.14, -0.27, 0.29], [-0.12, 0.14, 0.05], [-0.19, 0.06, 0.24], [0.41, -0.51, 0.13], [0.08, -0.31, -0.56], [-0.36, -0.23, -0.49], [-0.04, 0.24, 0.05], [0.02, 0.02, -0.02], [0.04, 0.01, 0.00], [0.01, -0.12, 0.03], [0.03, 0.06, 0.01], [-0.02, -0.04, -0.02], [0.03, 0.07, -0.03], [0.01, -0.16, -0.01], [-0.01, -0.02, 0.10], [0.04, -0.03, 0.03], [-0.01, -0.07, -0.02], [-0.07, 0.04, -0.03], [-0.17, -0.11, -0.17], [0.08, 0.28, -0.04], [-0.07, -0.14, 0.05], [-0.03, -0.01, -0.01], [0.03, 0.00, 0.03], [0.00, 0.03, 0.07], [-0.27, 0.03, -0.08], [0.15, 0.04, 0.08], [0.08, -0.08, 0.00], [-0.22, 0.16, 0.12], [0.29, 0.17, -0.15], [-0.09, -0.27, -0.07], [0.01, 0.08, 0.05], [0.09, -0.10, -0.03], [-0.01, 0.03, 0.04], [-0.09, 0.09, 0.02], [0.01, 0.15, 0.02], [0.09, -0.10, -0.04], [-0.01, -0.11, -0.05]], "max_force_ev_per_a": 1.20, "de_lowest_kcal_mol": 13.77, "homo_ev": [-5.88, -5.49], "homo_lumo_gap_ev": [4.167, 3.777]}

=====

{"formula": "C5H10", "method": "ωB97M-V/def2-TZVPD", "species": ["C", "C", "C", "C", "C", "H", "H", "H", "H", "H", "H", "H", "H", "H", "H"], "coordinates": [[1.917012, 0.206955, 0.108696], [0.818543, -0.851048, 0.205846], [-0.594628, -0.409318, -0.518518], [-1.177291, 0.967460, -0.305398], [-1.841089, -0.229041, 0.317985], [1.816523, 1.007793, 0.846838], [3.008088, -0.005578, 0.130879], [1.669530, 0.738490, -0.915759], [1.158356, -1.762963, -0.307784], [0.613182, -1.067482, 1.262780], [-0.692637, -0.882550, -1.497372], [-1.655787, 1.573106, -1.093846], [-0.540905, 1.577787, 0.425544], [-1.663961, -0.366010, 1.382680], [-2.834942, -0.497604, -0.042569]], "forces_ev_per_angstrom": [[-0.52, 2.16, -2.34], [-1.25, 0.26, -0.49], [1.49, -0.65, 0.48], [1.48, 1.08, 1.25], [0.18, 0.05, 0.02], [-0.31, -0.12, 0.05], [-0.91, -0.73, -0.14], [0.99, -0.79, 1.79], [-0.27, 0.15, 0.33], [-0.04, -0.23, -0.30], [-0.12, 0.28, 0.22], [0.31, -0.67, 0.42], [-1.14, -0.66, -1.22], [-0.34, 0.05, -0.14], [0.43, -0.18, 0.04]], "max_force_ev_per_a": 3.22, "de_lowest_kcal_mol": 37.35, "smiles": "CCC1CC1", "homo_ev": -10.35, "homo_lumo_gap_ev": 11.635}

=====

{"formula": "C5H10", "method": "ωB97M-V/def2-TZVPD", "species": ["C", "C", "C", "C", "C", "H", "H", "H", "H", "H", "H", "H", "H", "H", "H"], "coordinates": [[-1.665063, 0.302923, -0.460557], [-1.084704, -0.159638, 0.808080], [-0.121358, -0.014939, -0.404187], [1.260367, 0.388150, -0.021053], [2.253413, -0.742533, 0.089279], [-4.586246, 1.503483, 0.028866], [-4.103300, 1.980942, -0.267890], [-2.031624, 0.765215, -1.338927], [-0.769500, 0.575831, 1.580515], [-1.101614, -1.176770, 1.142581], [-0.099316, -0.939147, -1.019188], [1.570829, 1.422436, -0.163659], [1.924019, -1.711157, 0.479599], [3.238413, -0.458764, 0.448712], [1.987882, -0.639193, -0.984512]], "forces_ev_per_angstrom": [[4.15, -0.53, 0.69], [-0.28, 1.30, -1.59], [-0.49, -1.74, -0.25], [-2.82, 0.03, 0.79], [-1.16, 1.66, -0.29], [-0.06, 0.01, 0.00], [0.01, 0.00, 0.02], [-1.16, 1.16, 0.52], [-0.67, -0.12, 0.29], [-0.13, -0.46, 0.19], [0.46, -0.16, 1.05], [0.47, -0.15, 0.20], [-0.40, 0.45, -0.16], [0.01, 0.05, -0.60], [2.06, -1.52, -0.86]], "max_force_ev_per_a": 4.24, "de_lowest_kcal_mol": 220.11, "homo_ev": -5.89, "homo_lumo_gap_ev": 5.219}